Entry from the OMol25 dataset: C5H5AlCl2FeNO4 as an isolated structure in a non-equilibrium geometry (ωB97M-V/def2-TZVPD).

Computed properties:
multiplicity	6
total charge	+4
frontier orbital gap (spin up / spin down)	8.617 / 5.431	eV

Geometry (Å):
Fe  0.370  0.257  0.871
Cl  2.021  0.493  -1.923
Cl  2.669  0.536  1.574
Al  2.625  -0.750  -0.327
O  5.401  -1.814  1.111
O  -0.993  1.438  0.117
O  3.917  -2.276  -2.967
O  -0.635  -1.044  3.639
N  -2.890  2.270  -0.736
C  -2.189  1.252  -0.243
C  4.511  -1.369  0.526
C  -2.903  -0.061  -0.133
C  3.613  -1.976  -1.901
C  -0.055  -1.110  2.640
H  -2.414  -0.821  -0.770
H  -2.835  -0.399  0.912
H  -3.954  0.071  -0.448
H  -3.824  2.138  -1.081
H  -2.435  3.165  -0.861

So, what does the natural (NBO) scheme give us? The charges, in e, come out as: Fe 1.5274; Cl -0.2960; Cl -0.3149; Al 1.2907; O -0.1734; O -0.5490; O -0.1878; O -0.2075; N -0.2066; C 0.6657; C 0.4507; C -0.7460; C 0.4701; C 0.3861; H 0.3115; H 0.3003; H 0.3136; H 0.4855; H 0.4794



Entry from the OMol25 dataset: C4H6N2 as an isolated structure in a non-equilibrium geometry (ωB97M-V/def2-TZVPD).

Computed properties:
frontier orbital gap (spin up / spin down)	8.454 / 8.453	eV

Geometry (Å):
N  -0.172  -0.756  -0.767
N  3.276  -0.031  -0.274
C  0.726  -0.084  0.048
C  2.121  -0.050  -0.143
C  -0.316  1.028  0.162
C  -1.221  0.003  -0.471
H  -1.090  -0.802  1.371
H  -0.095  1.807  -0.573
H  -0.320  -0.815  1.509
H  -0.559  1.453  1.136
H  -0.104  -1.666  -1.209
H  -2.246  -0.088  -0.791

So, what does the natural (NBO) scheme give us? The charges, in e, come out as: N -0.4075; N -0.3373; C -0.1255; C 0.2263; C -0.4549; C -0.0217; H -0.0535; H 0.2568; H 0.0154; H 0.2493; H 0.4227; H 0.2299



Entry from the OMol25 dataset: C50H38Cl3N2O3P2SSiTi as an isolated structure in a non-equilibrium geometry (ωB97M-V/def2-TZVPD).

Computed properties:
multiplicity	3
total charge	-1
frontier orbital gap (spin up / spin down)	4.049 / 6.224	eV

Geometry (Å):
Ti  -0.433  0.546  -0.588
Cl  1.416  4.048  -2.167
Cl  -0.756  2.933  0.079
Cl  2.126  1.514  -0.192
S  2.514  -2.884  1.137
P  0.777  -0.418  2.539
P  0.339  -2.161  -1.249
Si  1.448  3.653  -0.057
O  0.188  0.616  -2.428
O  -1.600  -0.698  0.384
O  3.668  -3.806  0.945
N  -2.306  0.752  -1.432
N  -3.321  0.488  -0.520
C  -2.635  1.212  -2.579
C  1.057  -3.932  0.821
C  2.109  2.458  5.209
C  -3.918  0.518  2.645
C  3.010  -3.688  3.699
C  -1.779  -2.161  -4.752
C  1.436  -1.849  3.510
C  -6.060  -1.588  1.822
C  -0.313  1.180  -3.505
C  -1.324  2.334  -5.870
C  -0.747  -2.224  -3.827
C  1.770  0.832  3.455
C  0.177  -3.676  -0.230
C  -2.829  -0.255  0.428
C  -1.019  -2.329  -2.464
C  3.089  1.032  3.049
C  3.892  -1.726  -3.181
C  -2.350  -2.380  -2.049
C  2.118  -3.807  -2.702
C  -1.462  1.075  2.932
C  1.290  1.556  4.545
C  3.423  2.640  4.803
C  -0.917  -5.787  0.252
C  3.276  -4.038  -3.424
C  0.028  2.013  -5.750
C  -5.267  -1.095  4.131
C  2.290  -2.778  2.933
C  1.837  -2.532  -2.215
C  2.730  -1.492  -2.456
C  -1.647  -1.427  3.012
C  -0.806  -4.629  -0.499
C  -3.099  -2.217  -4.330
C  0.527  1.449  -4.596
C  -1.685  1.503  -3.622
C  2.805  -3.730  5.067
C  -6.194  -1.541  3.277
C  1.883  -2.870  5.656
C  -3.114  -1.490  2.780
C  -3.380  -2.333  -2.975
C  1.219  -1.932  4.887
C  -2.767  1.457  2.746
C  4.164  -2.996  -3.664
C  3.914  1.921  3.722
C  -0.926  -0.243  3.084
C  -2.164  2.075  -4.807
C  -0.023  -6.033  1.285
C  -5.010  -1.197  1.090
C  -3.921  -0.573  3.759
C  0.968  -5.108  1.555
C  -3.709  -0.638  1.588
H  -1.544  -2.052  -5.804
H  -4.406  -2.366  -2.628
H  2.511  -0.500  -2.081
H  -1.705  2.779  -6.779
H  4.936  2.061  3.393
H  1.687  -5.299  2.339
H  0.531  -1.230  5.342
H  -3.691  1.388  -2.778
H  0.265  1.410  4.865
H  3.714  -4.344  3.203
H  -7.135  -1.900  3.680
H  -6.919  -1.972  1.282
H  -5.102  -1.276  0.012
H  -2.979  2.512  2.625
H  -3.454  -2.527  2.756
H  1.705  -2.914  6.724
H  3.359  -4.436  5.674
H  -0.095  -6.939  1.874
H  1.576  1.203  -4.495
H  -2.589  -2.437  -0.994
H  -3.905  -2.164  -5.052
H  -1.497  -4.477  -1.319
H  5.074  -3.180  -4.221
H  -1.116  -2.373  2.964
H  -0.747  1.894  2.947
H  -1.700  -6.497  0.019
H  -3.353  -0.290  4.643
H  -5.510  -1.117  5.189
H  3.495  -5.032  -3.791
H  -3.220  2.311  -4.878
H  4.061  3.345  5.322
H  1.431  -4.622  -2.505
H  -4.858  1.053  2.509
H  1.716  3.022  6.046
H  0.701  2.213  -6.576
H  4.584  -0.913  -3.358
H  0.277  -2.162  -4.173
H  3.468  0.492  2.190

Here are the Löwdin charges for atoms 1 to 99, given in e: Ti 0.6384; Cl 0.0238; Cl 0.1486; Cl 0.0953; S 0.9447; P 1.0546; P 1.1040; Si -0.1454; O -0.2827; O -0.2399; O -0.5134; N -0.1193; N 0.1305; C -0.0541; C -0.3373; C -0.0899; C -0.1748; C -0.1035; C -0.0781; C -0.3436; C -0.0982; C -0.3514; C -0.1045; C -0.0763; C -0.3578; C -0.3284; C -0.4234; C -0.3446; C -0.1337; C -0.0710; C -0.1207; C -0.0791; C -0.2117; C -0.0950; C -0.1051; C -0.0695; C -0.0795; C -0.0873; C -0.0565; C -0.3835; C -0.3797; C -0.0908; C -0.1241; C -0.0800; C -0.0887; C -0.0263; C -0.1414; C -0.0812; C -0.1124; C -0.0749; C -0.1665; C -0.0753; C -0.0713; C -0.1069; C -0.0870; C -0.0930; C -0.4635; C -0.0477; C -0.0660; C -0.0262; C -0.1888; C -0.0623; C -0.2411; H 0.1032; H 0.1035; H 0.0538; H 0.0922; H 0.0977; H 0.1025; H 0.1084; H 0.1356; H 0.0965; H 0.1021; H 0.0854; H 0.0882; H 0.0960; H 0.0787; H 0.1389; H 0.0994; H 0.0986; H 0.1035; H 0.1161; H 0.1041; H 0.0980; H 0.0928; H 0.0983; H 0.0796; H 0.0667; H 0.1031; H 0.1386; H 0.0958; H 0.1002; H 0.1083; H 0.0930; H 0.1121; H 0.1418; H 0.0966; H 0.0997; H 0.1039



Entry from the OMol25 dataset: a 2-piece molecular cluster, C5H10NP overall in a non-equilibrium geometry (ωB97M-V/def2-TZVPD).

Computed properties:
multiplicity	3
frontier orbital gap (spin up / spin down)	6.441 / 6.915	eV

Geometry (Å):
P  -3.076  -0.222  0.367
N  0.280  -1.117  -0.249
C  0.684  1.196  0.345
C  -0.757  1.698  0.071
C  1.067  0.000  -0.522
C  -1.765  0.610  0.271
C  -0.264  -1.389  0.856
H  2.107  -0.309  -0.647
H  -0.199  -2.051  -2.066
H  -0.688  -2.309  0.995
H  0.731  1.049  1.385
H  -0.367  -0.733  1.711
H  -1.005  2.570  0.690
H  -0.090  -2.255  -2.739
H  1.411  1.903  0.058
H  -0.711  2.019  -0.977
H  0.770  0.346  -1.646

So, what does the natural (NBO) scheme give us? The charges, in e, come out as: P 0.4541; N -0.3866; C -0.4109; C -0.5355; C -0.2439; C -0.4641; C -0.0320; H 0.2392; H 0.0313; H 0.1749; H 0.1997; H 0.1537; H 0.2352; H -0.0462; H 0.2142; H 0.2249; H 0.1919